This record from OMol25 describes a structure of composition C35H41ClMoN8O7S2 in a non-equilibrium geometry. The level of theory is ωB97M-V/def2-TZVPD.

Last column: Löwdin spin population.
Atoms and positions in Å:
Mo  -0.70381  0.93137  -0.34831  1.6541
C  -3.71309  -2.49425  1.06663  0.0008
N  -2.66070  -2.15334  2.01497  0.0037
C  -2.95139  -2.24730  3.44314  0.0003
C  -1.89331  -1.34570  4.08527  0.0007
N  -1.17789  -0.79756  2.94379  0.0079
C  0.10790  -0.17195  3.17027  -0.0011
C  -1.62910  -1.29704  1.77308  0.0099
N  -1.12605  -1.01346  0.59342  0.0141
C  -1.28011  -2.03425  -0.45960  0.0027
C  -0.07557  -1.91755  -1.34916  0.0019
N  0.01078  -0.52414  -1.85397  0.0165
C  0.49581  -0.43640  -3.08398  0.0108
N  0.18262  0.45328  -4.04483  0.0083
C  -0.90833  1.41365  -4.10923  0.0010
C  0.98560  0.25214  -5.24308  0.0010
C  1.60930  -1.12147  -5.01576  0.0005
N  1.38705  -1.34401  -3.59372  0.0040
C  2.37048  -2.07053  -2.81514  0.0007
H  -4.66749  -2.45430  1.58898  0.0001
H  -3.58629  -3.49901  0.66125  0.0001
H  -3.74354  -1.77562  0.25140  0.0006
H  -2.88662  -3.28076  3.78547  0.0002
H  -3.96252  -1.88731  3.63999  0.0000
H  -1.20107  -1.91000  4.71436  0.0002
H  -2.32904  -0.54789  4.68816  0.0003
H  0.76569  -0.85290  3.71920  0.0004
H  -0.01615  0.74283  3.75141  0.0010
H  0.57219  0.07209  2.22356  -0.0021
H  -2.17632  -1.86780  -1.05284  0.0004
H  -1.30206  -3.03763  -0.02776  -0.0004
H  -0.17916  -2.61570  -2.18102  -0.0003
H  0.80169  -2.17407  -0.76212  0.0003
H  -1.64487  1.20245  -3.34574  0.0003
H  -1.37926  1.31466  -5.08975  0.0001
H  -0.54561  2.43272  -3.98621  0.0006
H  1.73483  1.04091  -5.33869  0.0004
H  0.34406  0.27420  -6.12247  0.0001
H  2.67505  -1.14167  -5.24452  0.0000
H  1.11617  -1.89655  -5.60808  0.0003
H  3.35677  -1.91080  -3.25298  0.0001
H  2.16432  -3.14406  -2.80149  0.0001
H  2.39011  -1.69867  -1.79603  0.0001
S  2.95336  2.14768  3.29060  0.1918
C  1.80780  3.03553  2.52889  0.0139
C  1.00184  2.70429  1.38971  0.0878
C  1.11366  1.61304  0.52890  -0.1591
C  2.55295  1.18999  0.22845  -0.0103
C  3.00340  -0.13561  0.81392  -0.0075
C  4.23960  -0.22955  1.45320  0.0007
C  4.63791  -1.43969  1.98162  -0.0003
C  3.78515  -2.53255  1.87378  0.0003
C  2.58266  -2.34890  1.21924  0.0005
N  2.19964  -1.18316  0.69227  0.0027
H  1.54981  4.00018  2.96566  -0.0037
H  -0.53455  3.74327  1.92192  0.0034
H  4.86731  0.64872  1.53737  0.0012
H  5.59456  -1.53062  2.48134  0.0000
H  4.05080  -3.50009  2.27789  0.0000
H  1.88467  -3.17467  1.10387  0.0001
O  -1.82501  2.88269  2.90523  0.0200
C  -2.32002  2.02649  2.19477  0.0102
O  -1.76483  1.58401  1.09721  0.0381
C  -3.64309  1.43063  2.60544  -0.0001
C  -4.46481  0.77811  1.70437  0.0012
C  -5.68800  0.27137  2.12752  0.0001
C  -6.04375  0.41334  3.44997  0.0002
C  -5.24872  1.07822  4.36506  -0.0001
C  -4.04302  1.60023  3.92876  0.0002
N  -7.32771  -0.17869  3.91489  0.0000
O  -7.94925  -0.85735  3.12434  0.0000
O  -7.66025  0.03779  5.06117  0.0001
H  -4.16367  0.69290  0.66613  0.0007
H  -6.36138  -0.21952  1.43960  0.0000
H  -5.58049  1.18538  5.38783  0.0000
H  -3.39801  2.14624  4.60423  0.0001
Cl  -3.00175  0.57688  -1.49968  0.0268
C  5.51761  -0.10214  -3.62936  0.0000
C  4.33675  0.69215  -3.12886  0.0004
C  3.71739  1.63951  -3.93257  0.0001
C  2.66788  2.39616  -3.43338  0.0006
C  2.21830  2.21637  -2.13477  -0.0003
C  2.84362  1.28649  -1.28656  -0.0069
C  3.88536  0.53369  -1.82279  -0.0009
S  0.91050  3.37610  -1.59262  0.0048
O  0.72515  4.26799  -2.74494  -0.0034
O  0.02428  3.62292  1.12840  0.0449
O  -0.34298  2.33693  -1.62019  0.0000
H  5.50402  -0.19190  -4.71594  0.0000
H  5.54015  -1.10332  -3.19559  0.0000
H  6.45334  0.38989  -3.35307  0.0000
H  4.07992  1.81073  -4.94105  0.0000
H  2.18561  3.15973  -4.03396  0.0000
H  3.20915  1.93960  0.67818  0.0010
H  4.38606  -0.19407  -1.19422  0.0000

Atoms 1-3, force components in eV/Å:
0.1 -0.2 -1.3
0.1 0.1 0.0
0.0 -0.1 0.0

The gap between HOMO and LUMO (spin up / spin down) comes out at 6.6 / 7.2 eV. As for the spin multiplicity: 3. The largest force on an atom comes out at 1.65 eV Å⁻¹. The calculation puts the LUMO energy (spin up / spin down) at -0.0304 / -0.0357 Ha. Its expectation value of S² is 2.14. The molar mass is 881.3 g mol⁻¹.